(1)
Formula: C2H3N3
Source: the OMol25 dataset
Level of theory: ωB97M-V/def2-TZVPD

Results
ΔE to the lowest compared entry with this formula, charge and spin = 95.9 kJ/mol
Kohn-Sham gap = 10.72 eV

```
8
Properties=species:S:1:pos:R:3:forces:R:3:nbo_charge:R:1
C -1.069 0.483 0.002 0.861 1.768 0.078 -0.13
C 0.182 1.147 -0.005 -0.095 -1.441 -0.046 -0.10
H -2.084 0.951 0.097 1.275 -0.852 -0.351 0.23
H 0.610 2.166 0.011 -0.849 -0.779 -0.025 0.23
H 2.051 0.156 0.125 0.187 -0.187 -0.147 0.41
N 1.063 0.091 -0.035 -0.872 0.656 0.611 -0.35
N 0.442 -1.104 0.028 -0.146 1.045 -0.706 -0.05
N -0.827 -0.852 -0.023 -0.360 -0.210 0.587 -0.24
```
Forces are in eV/Å.

---

(2)
Formula: C24H70O20
Source: the OMol25 dataset
Level of theory: ωB97M-V/def2-TZVPD

Results
ΔE to the lowest compared entry with this formula, charge and spin = 162.0 kJ/mol
Kohn-Sham gap = 9.40 eV

```
114
Properties=species:S:1:pos:R:3:forces:R:3:lowdin_charge:R:1
C 5.528 1.503 1.157 -0.568 -0.730 -1.392 -0.03
C 4.245 1.727 0.307 -0.252 0.478 0.668 -0.45
C 3.525 0.488 -0.225 0.513 -0.945 0.493 -0.04
O 3.339 2.440 1.132 -0.918 0.741 0.044 -0.09
H 5.400 0.553 1.676 0.197 -0.067 0.131 0.08
H 5.703 2.285 1.895 -0.133 0.138 -0.323 0.08
H 6.368 1.428 0.466 0.268 -0.090 0.296 0.08
H 4.383 2.441 -0.504 0.609 -0.076 -0.223 0.13
H 3.297 -0.144 0.633 -0.099 -0.113 0.229 0.08
H 4.113 -0.150 -0.885 0.352 0.289 -0.056 0.06
H 2.573 0.628 -0.738 0.106 0.655 -0.010 0.07
H 3.341 2.119 2.037 0.035 -0.353 -0.004 0.08
C 1.113 -0.295 -7.056 0.678 0.370 1.262 -0.04
C 1.453 -0.401 -5.527 -0.728 -0.729 -0.820 -0.47
C 0.252 -0.922 -4.747 -0.355 0.086 -0.617 -0.07
O 2.571 -1.262 -5.341 -0.414 0.482 -0.477 -0.05
H 2.022 -0.196 -7.650 0.088 -0.044 0.128 0.07
H 0.545 0.624 -7.203 -0.263 -0.150 -0.150 0.07
H 0.568 -1.169 -7.412 -0.069 0.051 0.123 0.07
H 1.611 0.581 -5.080 0.631 0.388 -0.343 0.12
H -0.546 -0.187 -4.854 -0.148 0.110 0.269 0.07
H 0.476 -1.063 -3.690 -0.043 0.037 0.033 0.06
H -0.140 -1.835 -5.195 0.157 -0.270 0.145 0.09
H 2.581 -1.438 -4.398 0.495 -0.256 0.409 0.02
C -3.491 -0.638 -3.575 -0.839 -1.239 0.536 -0.22
C -3.863 -1.585 -2.404 -0.291 0.136 -0.435 -0.21
O -4.892 -2.542 -2.785 0.958 0.919 0.112 -0.06
O -2.829 0.522 -3.074 -0.075 -0.598 -0.196 -0.07
H -4.428 -0.415 -4.085 -0.014 0.370 -0.041 0.12
H -2.886 -1.238 -4.255 0.376 0.290 -0.260 0.11
H -4.259 -0.975 -1.592 -0.080 -0.044 -0.017 0.10
H -2.953 -2.081 -2.066 -0.130 -0.154 0.188 0.11
H -4.455 -3.374 -2.978 -0.023 -0.046 0.021 0.08
H -2.728 1.112 -3.825 0.129 0.266 0.105 0.10
C 0.125 4.599 2.212 0.464 0.374 1.218 -0.17
C 1.007 3.529 2.857 1.277 -0.820 -0.347 -0.25
O 0.712 3.184 4.193 -1.290 0.208 1.080 -0.07
O 0.271 5.869 2.934 -0.114 -1.154 -1.008 -0.07
H -0.915 4.275 2.203 -0.167 -0.020 0.227 0.11
H 0.384 4.730 1.161 0.330 0.194 0.164 0.11
H 2.074 3.744 2.901 0.012 0.914 -0.773 0.11
H 0.991 2.583 2.315 -0.497 0.092 -0.564 0.09
H 1.464 3.334 4.771 -0.073 0.143 -0.214 0.09
H 0.089 5.636 3.847 -0.079 0.074 0.234 0.07
C 1.871 5.090 -2.434 0.231 -0.752 -0.743 -0.21
C 1.566 3.567 -2.498 -1.808 1.057 -0.352 -0.20
O 1.338 3.174 -1.163 0.740 -0.796 0.185 -0.09
O 3.258 5.249 -2.238 0.787 0.165 -0.004 -0.06
H 1.421 5.599 -1.581 -0.871 -0.532 -0.113 0.12
H 1.560 5.624 -3.332 0.227 -0.085 -0.172 0.12
H 2.272 2.915 -3.013 0.808 0.523 0.211 0.12
H 0.654 3.305 -3.035 -0.412 0.587 -0.035 0.11
H 2.234 3.046 -0.844 -0.097 -0.285 1.067 0.05
H 3.383 5.229 -1.286 0.340 0.116 0.035 0.08
C -6.109 -1.700 1.712 0.833 -3.204 -1.779 -0.26
C -4.627 -2.006 1.266 -0.336 0.882 1.018 -0.23
O -4.367 -3.355 0.944 -0.323 0.186 -0.618 -0.05
O -6.272 -0.481 2.253 0.228 2.604 1.316 -0.05
H -6.399 -2.467 2.429 0.097 -0.421 0.119 0.12
H -6.787 -1.789 0.863 0.132 -0.418 -0.408 0.13
H -3.962 -1.651 2.053 -0.020 -0.169 0.584 0.12
H -4.293 -1.367 0.449 -0.539 -0.338 -0.440 0.08
H -4.288 -3.922 1.715 -0.068 0.321 0.257 0.09
H -7.214 -0.342 2.379 -0.043 0.265 0.126 0.12
C -5.002 2.652 2.208 0.939 -0.531 0.610 -0.24
C -3.614 2.297 1.659 0.292 0.539 -0.950 -0.24
O -3.273 2.973 0.458 -1.273 0.309 0.128 -0.07
O -6.109 2.122 1.522 0.259 0.539 -0.787 -0.07
H -5.104 3.727 2.359 -0.093 -0.079 -0.099 0.12
H -5.028 2.106 3.151 0.311 0.577 0.789 0.11
H -3.533 1.223 1.491 -0.360 -0.468 0.042 0.10
H -2.802 2.529 2.348 -0.308 0.097 0.875 0.11
H -2.418 2.630 0.190 0.443 -0.037 -0.278 0.01
H -5.956 1.183 1.651 -0.508 -0.496 -0.370 0.02
C 1.868 -4.427 1.789 0.883 1.196 -0.716 -0.21
C 2.572 -4.706 3.078 -0.084 0.748 0.133 -0.25
O 1.622 -4.959 4.063 -0.764 -1.164 1.228 -0.06
O 1.345 -3.095 1.703 0.067 -0.550 1.058 -0.08
H 1.096 -5.188 1.684 -0.056 0.044 -0.392 0.13
H 2.685 -4.510 1.072 -0.319 -0.293 -0.726 0.11
H 3.117 -3.869 3.514 0.632 0.192 -0.862 0.13
H 3.212 -5.567 2.887 0.225 -0.006 0.248 0.13
H 1.727 -5.880 4.312 -0.442 0.063 0.367 0.10
H 1.323 -2.783 0.796 -0.194 -0.402 -0.558 0.05
C 2.907 -3.140 -2.033 1.453 0.370 0.225 -0.21
C 1.477 -3.589 -2.133 -0.042 1.479 0.759 -0.18
O 0.593 -3.103 -1.088 1.169 -1.152 -0.279 -0.07
O 3.140 -1.829 -2.614 -0.610 -0.650 0.220 -0.09
H 3.522 -3.860 -2.573 -0.061 -0.193 -0.335 0.12
H 3.375 -3.087 -1.050 -0.598 -0.301 0.545 0.11
H 1.476 -4.679 -2.119 -0.388 0.131 -0.071 0.13
H 1.237 -3.155 -3.104 -0.822 -0.538 -0.237 0.11
H 0.216 -2.239 -1.270 -0.249 0.571 -0.617 0.04
H 4.069 -1.665 -2.438 0.069 0.333 -0.228 0.08
C -1.312 -0.497 0.066 -0.185 1.171 -0.444 -0.17
C -0.547 0.739 0.606 -0.861 0.210 0.307 -0.18
O -0.867 1.959 -0.059 -0.361 -0.488 -0.656 -0.09
O -0.918 -0.733 -1.287 0.713 -0.821 0.505 -0.10
H -2.394 -0.364 0.059 -0.101 0.550 0.173 0.09
H -1.190 -1.387 0.683 0.667 -0.066 -0.083 0.13
H 0.525 0.545 0.578 0.048 -0.001 0.130 0.11
H -0.889 1.034 1.598 0.338 -1.059 0.593 0.11
H -0.151 2.319 -0.587 0.594 -0.056 -0.153 0.05
H -1.428 -0.174 -1.878 -0.299 0.423 -0.249 0.05
C 0.917 -1.515 5.491 -0.991 0.563 -1.217 -0.21
C 1.034 -0.516 4.306 1.977 0.216 0.773 -0.22
O 1.993 -0.997 3.354 -0.214 0.571 0.218 -0.10
O 0.173 -2.651 5.039 -0.109 0.475 0.724 -0.07
H 0.404 -1.038 6.326 -0.570 -0.075 -0.112 0.11
H 1.879 -1.770 5.935 0.357 -0.145 -0.560 0.11
H 1.498 0.412 4.638 0.164 0.064 0.526 0.09
H 0.129 -0.106 3.857 -0.550 -0.940 -0.046 0.11
H 1.678 -1.790 2.913 -0.367 -0.378 -0.305 0.01
H 0.742 -3.322 4.654 0.258 -0.161 0.053 0.03
```
Forces are in eV/Å.

---

(3)
Formula: CH14N2O4
Source: the OMol25 dataset
Level of theory: ωB97M-V/def2-TZVPD

Results
multiplicity = 2
total charge = -1
ΔE to the lowest compared entry with this formula, charge and spin = 176.6 kJ/mol
Kohn-Sham gap (spin up / spin down) = 2.66 / 9.11 eV

```
21
Properties=species:S:1:pos:R:3:forces:R:3:nbo_charge:R:1
N 0.093 1.649 0.725 -0.161 0.052 -1.097 -0.98
C -1.081 2.182 1.363 -1.638 1.405 2.127 -0.13
N -2.106 1.125 1.811 1.768 -0.890 -1.853 -0.91
H -0.118 0.652 0.508 0.735 1.035 -0.340 0.34
H 0.399 2.230 -0.133 -0.896 -1.706 1.679 0.34
H -0.783 2.842 2.336 -0.674 -1.802 -1.734 0.12
H -1.648 2.931 0.785 0.459 -0.135 -0.405 0.13
H -2.826 1.535 2.336 -0.883 0.951 0.991 0.34
H -2.616 0.607 1.039 1.341 1.073 0.724 0.34
H 1.317 -2.503 -2.684 -0.344 -0.114 0.119 0.43
H 0.473 -1.529 -1.983 -0.065 2.985 1.419 0.40
O 0.418 -2.376 -2.328 0.263 -2.884 -1.613 -1.15
H 3.441 0.975 0.640 0.013 0.399 -0.146 0.44
H 3.083 -0.212 1.418 0.013 -1.670 3.691 0.45
O 3.017 0.119 0.582 -0.046 1.190 -3.617 -1.03
H -0.848 -1.612 -4.377 0.313 1.042 0.259 0.48
H -1.066 -1.536 -5.801 -0.019 0.476 -0.517 0.44
O -0.878 -0.921 -5.080 -0.204 -1.488 0.372 -0.98
H 0.506 -2.826 2.651 -0.245 0.813 -0.068 0.45
H 0.338 -1.252 3.050 0.441 -1.508 -0.369 0.48
O 0.883 -2.079 3.143 -0.171 0.775 0.378 -1.02
```
Forces are in eV/Å.

---

Number 1: E -242.236132 Ha. Number 2: E -2460.996580 Ha. Number 3: E -456.871394 Ha.